{"formula": "C9H13IN", "method": "ωB97M-V/def2-TZVPD", "smiles": "CC(C)(C)/[NH+]=C/C=C\\C#CI", "total_charge": 1, "multiplicity": 1, "species": ["C", "C", "H", "H", "C", "H", "I", "H", "H", "H", "C", "C", "H", "H", "H", "H", "C", "C", "H", "H", "C", "C", "N", "H"], "positions_angstrom": [[0.83782, 0.91724, -0.13634], [-3.84289, -0.91332, -0.12471], [1.65358, 1.93636, 1.67679], [1.41978, 2.80788, -0.64739], [-2.99748, -1.79483, -0.13785], [-2.37756, -3.80812, 0.06690], [-5.26743, 0.56137, -0.12340], [-0.26156, 2.77680, -1.07383], [2.41821, -0.15249, -1.25724], [-0.24487, 1.86072, 1.62107], [-0.61992, -2.50391, 0.12541], [0.19441, -1.33091, 0.07424], [-0.85407, -0.04029, -1.14277], [0.62272, 0.41744, 2.10054], [-0.18186, -3.47135, 0.55688], [1.02384, 2.00091, -2.04504], [0.65311, 2.16105, -1.06966], [2.34358, 0.39474, -0.30603], [2.73353, -0.10704, 0.60678], [1.06943, -1.30933, 0.68550], [-1.96088, -2.73013, 0.03070], [0.71349, 1.32201, 1.36961], [-0.02842, -0.19963, -0.42989], [2.95343, 1.20483, -0.42025]]}



{"formula": "C3H7O3", "method": "ωB97M-V/def2-TZVPD", "total_charge": -1, "multiplicity": 1, "species": ["O", "H", "H", "C", "H", "O", "H", "H", "H", "H", "O", "C", "C"], "positions_angstrom": [[-2.52644, 0.51040, 2.28427], [-0.57082, -0.00342, 2.25908], [1.92428, 0.58805, -2.58495], [2.03353, 0.42989, -1.51207], [-1.30064, 0.31359, 0.62773], [-0.25257, -0.22813, -1.17585], [-1.63447, -1.18465, 1.37417], [2.98463, 0.11144, -1.12390], [-3.16234, 0.75532, 1.61826], [1.64685, 1.34202, -1.05252], [1.35877, -1.82483, -1.07436], [-1.41348, -0.13939, 1.59784], [0.91270, -0.67029, -1.23770]]}



{"formula": "CH12NO3", "method": "ωB97M-V/def2-TZVPD", "total_charge": 1, "multiplicity": 1, "species": ["H", "C", "H", "H", "H", "H", "O", "H", "H", "H", "O", "H", "N", "H", "H", "H", "O"], "positions_angstrom": [[-1.34038, -2.46361, 3.70126], [-1.27456, 0.08244, -1.17841], [2.25492, 1.19042, -2.52205], [2.56572, 1.82309, -0.66473], [1.88910, 2.83747, 0.16145], [0.05535, -0.66058, 0.14038], [-2.27439, -2.68339, 3.58593], [2.00920, 0.26577, -3.45457], [-0.93807, 0.55250, 0.84980], [-2.38497, -3.08986, 4.47240], [1.76820, 0.34250, -2.47783], [-1.08964, 0.82811, -1.94829], [-0.41131, 0.23592, 0.03544], [-0.92557, -0.78776, -1.76123], [0.25079, 1.01072, -0.05901], [-2.32358, 0.13255, -0.98676], [1.84412, 1.87803, -0.01889]]}



Asked for relative energy (zero: lowest compared OMol25 entry of this formula, charge and spin) across the records above, the calculation gives 58.6; 28.6; 41.0 kcal per mole in order.
Asked for HOMO across the records above, the calculation gives -12.704; -3.922; -14.116 eV in order.